1.
The following is a quantum chemistry calculation of a molecular structure, C16H26HfN4O4Sb, from the Open Molecules 2025 dataset.

* total energy: -1432.6560 hartree
* E_HOMO: -0.62628 hartree
* net charge: +3

```
52
C16H26HfN4O4Sb (the ωB97M-V functional and the def2-TZVPD basis)
Hf -0.198 -0.206 0.003
C -2.656 -3.078 1.022
C -2.531 -1.801 1.767
N -1.740 -0.732 1.504
C -2.020 0.201 2.524
C -2.939 -0.313 3.363
N -3.236 -1.559 2.869
H -2.296 -2.994 0.003
H -3.703 -3.378 0.981
H -2.102 -3.870 1.531
H -1.570 1.175 2.571
H -3.408 0.090 4.245
H -3.908 -2.201 3.272
O -4.032 -5.210 -4.957
C -2.755 -5.151 -5.526
N -1.778 -4.973 -4.452
C -1.619 -3.774 -3.878
O -2.091 -2.727 -4.272
C -0.714 -3.702 -2.651
C 0.185 -4.661 -2.198
C 0.964 -4.394 -1.074
C 0.832 -3.181 -0.438
N -0.044 -2.242 -0.871
C -0.793 -2.507 -1.959
H -4.641 -4.639 -5.436
H -2.642 -4.320 -6.221
H -2.507 -6.088 -6.024
H -1.492 -5.806 -3.963
H 0.308 -5.603 -2.717
H 1.680 -5.116 -0.708
H 1.442 -2.935 0.426
H -1.483 -1.752 -2.338
C 2.100 0.971 -2.916
C 1.276 0.540 -1.782
O -0.024 0.729 -1.773
O 1.734 -0.055 -0.745
H 1.919 0.265 -3.736
H 3.156 0.962 -2.662
H 1.763 1.945 -3.274
C 2.336 3.177 0.313
Sb 0.780 2.232 1.393
C 1.688 1.751 3.251
C -0.552 3.831 1.811
H 2.721 3.974 0.949
H 1.952 3.615 -0.607
H 3.138 2.472 0.102
H 1.971 2.681 3.741
H 2.582 1.156 3.070
H 1.002 1.201 3.892
H 0.027 4.587 2.338
H -1.385 3.518 2.437
H -0.930 4.245 0.878
```



2.
The following is a quantum chemistry calculation of a gas-phase ion, C4H7N4 (charge +1), from the Open Molecules 2025 dataset.

* SMILES: [H]/N=C/[C@@H](C#N)C(N)=[NH2+]
* total energy: -375.3499 hartree
* E_HOMO: -0.56154 hartree
* net charge: +1

```
15
C4H7N4 (the ωB97M-V functional and the def2-TZVPD basis)
H -0.819 -3.090 -0.194
N -0.558 -2.132 -0.322
C 0.401 -1.676 0.365
C 0.931 -0.298 0.515
C 2.252 -0.105 -0.089
N 3.184 0.000 -0.735
C 0.050 0.823 -0.175
N -0.764 0.506 -1.081
N 0.185 2.012 0.313
H 0.917 -2.245 1.006
H 0.879 0.010 1.653
H -0.906 -0.621 -1.342
H -1.369 1.310 -1.382
H 0.960 2.162 1.002
H -0.326 2.846 -0.001
```